1.
{
  "formula": "C56H37BN2O9S",
  "method": "ωB97M-V/def2-TZVPD",
  "e_homo_ha": -0.317,
  "gap_ev": 6.608,
  "lumo_ev": -2.02,
  "symbols": ["C", "H", "O", "H", "C", "H", "C", "H", "C", "C", "C", "C", "H", "H", "C", "H", "H", "H", "H", "C", "O", "O", "H", "C", "C", "H", "C", "H", "H", "C", "O", "H", "O", "C", "C", "C", "N", "O", "C", "H", "C", "N", "C", "C", "C", "C", "C", "C", "C", "H", "H", "C", "H", "H", "C", "C", "S", "C", "C", "C", "C", "H", "O", "C", "C", "H", "O", "B", "H", "C", "H", "C", "C", "C", "C", "C", "H", "C", "C", "C", "H", "H", "C", "H", "C", "C", "C", "C", "H", "H", "C", "C", "H", "C", "H", "H", "C", "H", "H", "C", "C", "O", "C", "C", "H", "H"],
  "xyz": [[-0.915, 3.078, -6.965], [5.056, 1.871, 2.957], [4.281, 1.277, 3.254], [-5.297, -7.875, -5.740], [0.265, -2.497, 7.941], [4.404, 2.652, 0.534], [-1.104, 4.433, -7.245], [-1.665, 2.351, -7.269], [1.191, 3.591, -5.897], [-2.569, 0.203, 2.662], [-4.376, -8.106, -5.206], [1.921, 0.973, -1.971], [1.446, -2.853, 0.234], [-4.484, -10.212, -5.648], [-0.343, 6.801, -7.162], [-0.220, 2.380, 13.113], [-1.101, -8.964, -3.309], [-1.099, -3.356, 1.854], [5.925, -0.695, 0.552], [-1.178, 2.674, 9.862], [-1.322, 7.165, -7.803], [1.681, -2.148, 2.329], [-0.739, -2.216, 4.700], [3.386, 0.438, 0.787], [0.055, -2.843, 6.604], [-2.003, 4.753, -7.769], [1.763, 7.372, -5.960], [3.146, 3.178, -1.965], [-1.604, 3.404, 9.175], [1.636, -0.476, -1.212], [4.804, -1.150, 2.432], [-1.451, 0.008, 5.524], [3.006, 5.568, -5.115], [-0.142, -1.242, 8.412], [-1.852, -2.589, -2.795], [-3.321, -4.622, -4.031], [0.707, -1.443, -1.931], [0.561, -1.701, 10.605], [-0.970, -0.691, 6.206], [-4.604, -3.030, -4.744], [-4.115, -5.689, -4.672], [1.122, 0.987, -3.281], [0.071, -0.889, 9.830], [0.394, -1.440, 2.446], [-2.179, -4.936, -3.296], [1.997, 5.936, -5.705], [-1.723, -6.336, -3.185], [1.364, 10.091, -6.469], [0.235, 2.657, -6.298], [-0.561, -4.158, -2.084], [0.376, -3.816, 6.239], [-3.648, -7.087, -4.578], [1.210, 11.148, -6.671], [6.853, -1.651, 1.886], [-1.142, 1.005, 8.017], [3.664, 1.870, 0.039], [0.267, -0.570, -3.398], [2.467, 9.677, -5.722], [-0.399, 2.103, 12.077], [-0.143, 5.372, -6.849], [0.997, 4.953, -6.165], [0.749, -3.206, 8.610], [-5.143, -5.418, -5.280], [-2.983, -2.272, -3.547], [2.412, -0.755, 0.225], [0.386, 1.601, -6.086], [-0.727, -6.615, -2.528], [4.210, 0.184, 2.223], [0.344, 0.098, 12.333], [-1.107, 0.936, 2.992], [-1.173, 4.039, 11.529], [-0.938, 3.033, 11.189], [0.647, 7.787, -6.685], [-0.747, -0.336, 7.543], [-1.448, -3.919, -2.668], [2.154, -2.218, 0.938], [-2.376, -10.753, -4.452], [-2.738, -9.728, -4.481], [-0.569, -1.944, 5.740], [2.671, 8.319, -5.472], [3.170, 10.412, -5.335], [-3.292, -1.234, -3.654], [2.921, 2.166, -1.410], [-3.526, -1.910, 1.985], [0.453, 9.149, -6.950], [-3.920, -9.424, -5.156], [-2.490, -1.402, 2.226], [0.334, 0.145, 2.865], [1.350, 0.719, 3.099], [-3.591, 0.790, 2.757], [-0.868, 1.382, 9.418], [-3.721, -3.286, -4.161], [5.458, -2.528, 0.888], [-1.044, -2.219, 2.140], [3.537, 8.003, -4.892], [2.085, 3.255, -5.373], [-0.306, 0.460, 10.300], [3.211, -2.766, 0.945], [-1.193, 2.081, 3.308], [-2.020, -8.718, -3.839], [-2.480, -7.396, -3.882], [-1.686, 1.798, 7.256], [-0.082, 0.817, 11.636], [5.779, -1.501, 1.388], [-0.408, 9.480, -7.528], [-1.281, -1.800, -2.311]],
  "forces_ev_per_angstrom": [[0.09, 0.40, -0.02], [-1.80, -1.24, 0.88], [1.72, -1.43, -3.19], [0.26, 0.12, 0.16], [-0.03, -0.09, -0.29], [-1.84, -1.80, -1.28], [0.03, -0.31, 0.06], [0.13, 0.16, 0.04], [-0.21, -0.19, -0.08], [4.72, -2.64, -0.26], [0.12, -0.29, 0.01], [-1.39, -1.45, -1.35], [1.20, 1.52, 1.55], [0.09, 0.16, 0.09], [-1.18, 0.40, -0.77], [-0.03, -0.07, -0.19], [-0.22, 0.24, -0.07], [0.34, 2.52, 0.62], [-0.57, -1.43, 1.54], [0.05, 0.11, 0.33], [0.58, -0.20, 0.38], [-2.41, 1.74, -1.30], [0.00, 0.13, 0.31], [-1.73, -0.79, -2.31], [-0.02, 0.25, 0.38], [0.30, 0.10, 0.13], [0.15, 0.61, 0.06], [-0.76, -2.42, 1.01], [0.10, -0.32, 0.04], [0.27, 0.38, -0.22], [0.04, 3.22, -1.32], [0.14, -0.12, 0.30], [-0.58, 0.22, -0.30], [0.11, -0.44, -0.42], [-0.27, -0.43, 0.01], [0.11, 0.64, 0.11], [3.57, 6.04, 0.46], [-0.27, 0.48, -0.39], [0.06, -0.20, 0.01], [0.18, -0.26, 0.13], [-1.23, 0.32, -0.73], [1.66, -2.82, 4.75], [0.58, -1.03, 0.80], [-3.69, 1.89, -0.12], [0.09, 0.62, 0.15], [1.18, -0.48, 0.70], [1.24, -0.34, 0.80], [-0.17, -0.32, -0.07], [0.16, 0.31, 0.04], [-0.22, -0.07, -0.19], [-0.05, 0.18, 0.08], [-0.07, -0.62, -0.14], [0.01, -0.21, 0.03], [-2.45, 0.27, -0.93], [-0.63, 0.85, -1.00], [-3.35, -2.14, -3.50], [3.29, 2.30, 3.09], [-0.04, -0.39, 0.00], [0.05, -0.30, -0.21], [-0.25, -0.62, -0.02], [-0.17, -0.64, -0.03], [-0.15, 0.30, -0.02], [0.60, -0.16, 0.35], [-0.16, -0.46, -0.16], [0.82, 3.32, -1.34], [0.01, 0.23, 0.00], [-0.61, 0.17, -0.40], [0.03, -0.63, 0.58], [-0.08, 0.06, -0.32], [-0.86, -3.27, -1.15], [0.03, -0.19, -0.08], [-0.03, -0.21, -0.33], [0.20, 0.62, 0.05], [0.02, -0.40, -0.51], [-0.09, 0.28, -0.04], [1.21, 0.19, -1.32], [-0.06, 0.20, 0.01], [0.10, 0.35, 0.14], [-0.09, 0.18, 0.21], [-0.03, 0.34, -0.05], [-0.12, -0.15, -0.07], [0.04, -0.18, 0.01], [0.80, -2.87, 3.71], [2.55, 0.83, 0.52], [0.21, 0.20, 0.12], [-0.03, 0.37, 0.04], [2.96, 2.50, 1.00], [-2.87, -1.71, -0.60], [-2.54, -1.39, -0.56], [2.46, -1.43, -0.24], [0.02, 0.43, 0.50], [0.15, 0.29, 0.12], [0.69, 2.19, 1.00], [-0.45, 3.78, 0.70], [-0.26, -0.10, -0.18], [-0.20, 0.23, -0.10], [-0.04, 0.46, 0.48], [-2.42, 1.19, 0.35], [0.61, -2.82, -0.72], [-0.15, -0.27, -0.14], [-0.08, -0.60, -0.19], [0.31, -0.41, 0.46], [-0.07, 0.30, 0.09], [1.13, -1.01, -0.51], [0.15, -0.26, 0.14], [-0.70, -0.65, 0.09]],
  "mulliken_charge": [-0.5607, 0.3082, -0.5762, 0.4522, -0.6419, 0.1549, -0.5257, 0.3992, -0.6478, -0.3110, -0.5009, 0.3899, 0.0787, 0.3889, 0.6082, 0.3899, 0.4465, 0.3380, 0.2639, -0.5092, -0.6758, -0.3844, 0.2976, 0.3140, -0.8013, 0.4546, 0.2248, 0.3387, 0.4424, 0.1489, -0.3842, 0.4944, -0.6919, 0.1993, -1.1408, 0.2171, -0.4074, -0.6829, -0.6188, 0.4512, 0.7576, -0.2685, 0.7150, 0.4889, 0.1771, 0.5744, 0.4849, -0.4525, -0.3406, 0.6101, 0.4118, 0.1119, 0.3890, 0.2464, 0.5013, -0.6422, 0.2245, -0.4535, -0.4576, 0.2179, 0.2455, 0.4492, -0.6793, -1.1845, 0.6291, 0.4046, -0.6806, 0.8290, 0.4507, -0.6378, 0.3897, -0.4661, 0.1693, 0.1033, -0.6791, -0.6120, 0.3895, -0.4533, 0.2673, -0.5383, 0.3889, 0.4353, -0.5940, 0.3130, -0.5431, -0.4732, -0.3642, 0.1190, 0.1769, 0.3217, 0.2198, -0.6867, 0.2185, -0.5118, 0.4477, 0.4524, 0.1228, 0.0955, 0.2757, -0.5331, 0.2417, -0.6872, -0.5453, -0.6274, 0.4515, 1.8530]
}

2.
{
  "formula": "C56H37BrMnN6",
  "method": "ωB97M-V/def2-TZVPD",
  "e_homo_ha": [-0.222, -0.219],
  "gap_ev": [5.192, 5.043],
  "multiplicity": 2,
  "s_squared": 1.0955,
  "lumo_ev": [-0.85, -0.91],
  "symbols": ["H", "C", "H", "C", "C", "C", "H", "H", "C", "C", "C", "H", "H", "H", "Mn", "H", "H", "C", "H", "C", "N", "H", "C", "H", "C", "C", "C", "H", "H", "C", "N", "H", "C", "H", "H", "C", "C", "C", "C", "Br", "C", "C", "C", "H", "C", "C", "C", "C", "C", "C", "H", "H", "C", "C", "N", "C", "H", "C", "C", "C", "C", "C", "C", "C", "H", "N", "C", "H", "C", "C", "C", "H", "C", "N", "H", "C", "C", "C", "C", "C", "H", "H", "H", "H", "H", "H", "C", "H", "C", "H", "C", "H", "H", "C", "H", "H", "C", "C", "C", "N", "C"],
  "xyz": [[4.474, -3.011, 0.341], [2.828, -0.051, 0.259], [-0.593, -1.615, -5.042], [-0.745, -2.968, 1.170], [-0.485, 5.358, -5.033], [3.036, -1.425, 0.192], [-4.626, 1.571, -1.253], [-0.860, 5.015, -0.994], [1.275, 3.058, 3.468], [-1.688, 5.233, -5.710], [0.333, 0.837, 2.890], [-0.601, 1.068, -5.182], [-0.803, -5.203, 1.419], [3.703, 1.860, 0.715], [-0.430, -0.226, 0.029], [4.404, 3.173, 4.790], [-2.018, -6.276, 6.165], [1.222, 1.567, -0.379], [0.185, 6.177, -5.262], [0.423, 2.200, 2.606], [-0.066, -0.220, 2.107], [-2.663, -3.521, -3.834], [-3.736, 1.853, -0.707], [0.848, 4.708, 1.056], [-0.656, -2.554, 2.536], [-1.986, 3.351, 0.025], [-2.536, 4.172, -5.418], [-3.627, -0.092, 0.294], [-2.834, 2.405, -4.233], [-2.255, -4.186, 3.510], [-0.145, 1.808, -0.526], [2.193, -2.071, -0.022], [0.522, 0.356, 4.266], [0.240, -5.263, 6.235], [1.917, 2.313, -0.770], [-0.374, 2.852, -1.448], [-1.694, -5.036, -5.010], [-0.626, 2.407, -2.685], [5.349, -1.084, 0.689], [7.082, -1.792, 0.981], [-0.619, -0.918, -4.221], [-0.994, -3.585, 3.552], [2.906, 4.684, 5.065], [-1.963, 5.956, -6.467], [-0.638, -1.245, -2.851], [-0.472, -4.955, 5.479], [-3.136, 3.029, -0.860], [-2.182, 3.242, -4.455], [-0.131, 4.428, -4.065], [0.659, -5.313, -4.623], [-0.468, -6.466, -6.039], [2.969, 1.751, 3.372], [2.585, 2.684, 3.769], [-3.126, 0.867, 0.177], [-0.674, -2.172, 0.096], [4.302, -1.945, 0.397], [-2.367, 3.887, 0.901], [-0.620, 0.461, -4.291], [5.149, 0.282, 0.793], [0.096, -0.913, 4.303], [3.880, 0.799, 0.586], [-0.681, -4.366, -0.594], [0.802, 4.271, 3.973], [-0.239, -1.292, 2.927], [5.972, 0.934, 1.049], [1.524, 0.410, 0.041], [-1.188, 2.146, 0.568], [-3.608, -5.590, 4.390], [-0.577, -3.659, -3.376], [-0.765, -4.356, 0.754], [-0.629, -2.992, -1.032], [-0.654, -5.224, -1.246], [-1.733, -5.528, 5.436], [-0.642, -0.109, -2.081], [0.849, 0.967, 5.092], [3.391, 3.485, 4.566], [-0.498, -5.681, -5.295], [1.607, 5.075, 4.764], [-2.623, -5.145, 4.440], [0.073, 4.001, 0.799], [-3.475, 4.068, -5.946], [-0.213, 4.575, 3.748], [-2.955, -3.878, 2.742], [3.533, 5.313, 5.683], [-2.600, -5.319, -5.530], [0.905, -3.603, 4.546], [-0.739, 4.048, -0.517], [-3.503, 3.786, -1.544], [-0.976, 3.363, -3.764], [1.216, 6.006, 5.155], [-0.208, 2.852, 1.489], [0.024, -1.546, 5.170], [1.595, -5.809, -4.842], [-1.732, -4.028, -4.057], [0.813, 4.515, -3.541], [1.520, -4.015, -3.142], [0.619, -4.307, -3.668], [-0.619, -2.580, -2.342], [-0.104, -3.999, 4.541], [-1.994, 0.963, 0.772], [-0.630, 0.947, -2.972]],
  "forces_ev_per_angstrom": [[0.00, 0.00, 0.00], [0.03, 0.02, 0.12], [0.00, -0.01, 0.00], [0.13, -0.01, -0.02], [0.00, 0.00, 0.00], [-0.02, 0.01, -0.02], [0.00, 0.00, 0.00], [-0.01, 0.00, 0.00], [-0.02, 0.01, 0.01], [0.00, 0.00, 0.01], [-0.13, 0.01, 0.13], [0.01, 0.00, 0.01], [-0.02, 0.00, -0.01], [0.00, 0.00, 0.00], [0.08, -0.17, -0.32], [0.00, 0.00, 0.00], [0.00, 0.00, 0.00], [0.09, 0.06, 0.23], [0.00, 0.00, 0.00], [0.01, 0.04, -0.07], [0.08, 0.20, -0.06], [0.00, 0.00, 0.00], [-0.03, 0.01, -0.03], [0.01, -0.01, -0.01], [0.09, 0.04, -0.05], [0.03, 0.00, -0.01], [0.00, 0.01, 0.00], [-0.01, 0.01, 0.00], [0.00, 0.00, 0.00], [-0.01, 0.09, 0.09], [-0.42, 0.01, 0.20], [0.00, 0.00, 0.00], [0.00, -0.07, -0.05], [0.00, 0.00, 0.00], [0.01, 0.04, 0.09], [0.21, -0.06, -0.13], [0.00, 0.00, 0.00], [0.01, 0.01, 0.00], [0.02, -0.01, 0.00], [-0.01, 0.00, 0.00], [0.01, 0.00, 0.02], [0.04, -0.02, 0.02], [-0.01, -0.01, 0.00], [0.00, 0.00, 0.00], [-0.02, -0.01, -0.02], [0.04, 0.04, -0.03], [0.02, -0.01, 0.01], [0.00, -0.02, -0.01], [-0.02, 0.03, 0.03], [0.00, 0.01, 0.00], [0.00, 0.00, 0.00], [0.00, 0.00, 0.00], [0.00, -0.03, 0.01], [0.03, -0.04, 0.00], [0.14, -0.09, 0.11], [0.00, 0.00, 0.00], [0.00, 0.00, 0.00], [-0.01, 0.03, 0.00], [0.00, 0.00, 0.00], [0.08, 0.10, 0.02], [-0.01, 0.00, 0.01], [0.02, 0.01, -0.01], [0.01, 0.02, -0.01], [-0.15, -0.12, 0.03], [0.00, 0.00, 0.00], [-0.02, -0.13, -0.39], [0.03, 0.17, -0.05], [0.00, 0.00, 0.01], [-0.01, 0.00, 0.01], [-0.05, 0.00, -0.02], [-0.20, 0.03, -0.02], [-0.02, 0.00, 0.00], [-0.04, -0.01, -0.02], [-0.06, 0.01, -0.01], [-0.03, 0.01, 0.00], [0.01, 0.01, 0.00], [0.00, 0.00, 0.00], [0.00, 0.00, 0.00], [0.01, -0.01, 0.02], [0.01, 0.03, 0.01], [0.00, 0.00, 0.00], [0.00, 0.00, 0.00], [0.00, -0.02, 0.01], [0.00, 0.00, 0.00], [0.00, 0.00, 0.00], [-0.05, 0.05, 0.03], [-0.01, -0.03, 0.00], [0.00, -0.01, -0.01], [0.02, -0.02, -0.01], [0.00, 0.00, 0.00], [0.01, -0.05, 0.04], [-0.06, -0.01, -0.01], [0.00, 0.00, 0.00], [0.00, -0.01, -0.01], [0.00, 0.00, 0.00], [0.00, 0.00, 0.00], [0.00, 0.00, 0.00], [0.05, -0.02, 0.02], [0.10, -0.16, -0.06], [-0.05, 0.10, 0.18], [0.03, -0.03, -0.02]],
  "lowdin_spin": [0.0000, 0.0036, -0.0012, 0.0263, -0.0002, 0.0007, 0.0003, 0.0001, 0.0068, 0.0003, -0.0214, 0.0006, 0.0003, 0.0000, 0.9189, -0.0002, -0.0002, 0.0001, 0.0000, 0.0808, -0.0041, 0.0000, 0.0019, 0.0049, -0.0554, -0.0006, -0.0002, 0.0017, -0.0002, -0.0048, -0.0048, 0.0004, 0.0240, 0.0001, -0.0008, -0.0087, 0.0000, -0.0020, 0.0001, 0.0000, -0.0213, -0.0065, 0.0079, 0.0000, 0.0011, 0.0007, 0.0007, 0.0000, 0.0003, -0.0001, 0.0000, -0.0005, 0.0078, 0.0074, -0.0478, -0.0001, -0.0002, 0.0007, 0.0001, -0.0218, 0.0007, 0.0270, 0.0079, 0.0302, 0.0000, 0.0059, -0.0019, 0.0001, -0.0068, 0.0163, 0.0150, 0.0013, -0.0032, -0.0075, 0.0013, -0.0008, -0.0005, -0.0010, 0.0004, 0.0867, 0.0000, 0.0001, -0.0004, 0.0005, 0.0000, 0.0003, 0.0084, 0.0000, 0.0000, -0.0002, -0.0005, -0.0018, 0.0000, -0.0023, 0.0000, -0.0002, -0.0026, -0.0582, -0.0038, 0.0197, -0.0255]
}